A 2-piece molecular cluster, C2H8N4 overall at a distorted geometry. Source: the Open Molecules 2025 dataset; level of theory: the ωB97M-V functional and the def2-TZVPD basis.

Geometry (Å):
C -1.194 -0.709 -0.694
C -0.317 -1.107 0.537
N -0.405 0.474 -1.024
N 0.991 -0.772 0.052
N 0.815 0.442 -0.547
N 0.784 1.865 1.036
H -1.089 -1.435 -1.529
H -2.196 -0.442 -0.442
H -0.534 -0.538 1.479
H -0.484 -2.212 0.860
H -0.504 0.812 -1.893
H 1.756 -0.938 0.696
H 0.595 2.498 0.289
H 1.780 2.061 1.182

Summary:
LUMO level (spin up / spin down)	1.09 / 1.08	eV
highest occupied orbital energy (spin up / spin down)	-6.93 / -7.95	eV
orbital gap (spin up / spin down)	0.29492 / 0.33185	Eh
energy above the lowest of the compared OMol25 structures with the same formula, charge and spin	472.3	kJ/mol

C6H8N3O6P2S2Zn as an isolated structure. Source: the Open Molecules 2025 dataset; level of theory: the ωB97M-V functional and the def2-TZVPD basis.

Geometry (Å):
Zn -0.467 -0.446 -0.764
N 2.884 2.374 -0.506
C 2.206 2.024 -1.823
C 2.832 2.814 -2.958
P 2.445 0.157 -1.918
O 3.241 -0.068 -3.298
O 1.121 -0.527 -2.076
O 3.336 -0.090 -0.742
P 0.410 2.411 -1.616
O 0.562 3.902 -0.949
O -0.255 2.506 -2.925
O -0.016 1.517 -0.483
H 3.709 2.945 -0.667
H 3.188 1.418 -0.147
H 2.255 2.867 0.128
H 3.895 2.583 -3.070
H 2.702 3.887 -2.796
H 2.332 2.555 -3.888
H 2.664 -0.561 -3.896
H 0.034 4.520 -1.467
S -2.593 -0.897 -1.462
C -2.857 -2.156 -0.280
C -4.156 -2.772 -0.344
N -5.205 -3.244 -0.395
C -1.975 -2.585 0.664
S -0.352 -1.986 0.920
C -2.372 -3.638 1.558
N -2.666 -4.493 2.271

Summary:
LUMO level	2.04	eV
net charge	-1
highest occupied orbital energy	-4.36	eV
orbital gap	0.23521	Eh

Results for calculated total energy: -299.85084; -4107.96734 (in a.u., following the order of the records).